1.
{
  "formula": "C12H4AlCl5N2O4Se",
  "method": "ωB97M-V/def2-TZVPD",
  "symbols": ["Al", "Cl", "C", "C", "C", "Cl", "C", "Cl", "C", "Cl", "C", "Cl", "O", "Se", "O", "O", "O", "N", "C", "C", "C", "C", "N", "C", "C", "H", "H", "H", "H"],
  "positions_angstrom": [[0.798, -1.326, -1.132], [1.459, 0.858, 2.068], [0.596, -0.631, 2.039], [0.577, -1.391, 0.879], [-0.085, -2.607, 0.969], [-0.038, -3.474, -0.537], [-0.742, -3.085, 2.088], [-1.558, -4.594, 2.062], [-0.723, -2.282, 3.227], [-1.532, -2.801, 4.644], [-0.046, -1.058, 3.204], [-0.025, -0.083, 4.617], [1.855, 0.404, -3.859], [1.872, -1.091, -3.367], [2.443, -1.148, -1.735], [0.299, -1.573, -2.832], [2.540, -2.169, -4.287], [-1.856, 5.394, 0.256], [-1.446, 4.377, -0.083], [-0.937, 3.098, -0.481], [-1.780, 1.985, -0.480], [-1.240, 0.762, -0.805], [0.055, 0.602, -1.107], [0.851, 1.670, -1.144], [0.393, 2.941, -0.846], [-2.825, 2.080, -0.224], [-1.847, -0.136, -0.823], [1.878, 1.490, -1.435], [1.062, 3.788, -0.878]],
  "homo_ev": -9.979,
  "molar_mass_g_mol": 523.4,
  "homo_lumo_gap_ha": 0.3142,
  "e_above_lowest_kcal_mol": 18.2,
  "e_tot_ha": -5815.017816
}

2.
{
  "formula": "C12H50F6O13P",
  "method": "ωB97M-V/def2-TZVPD",
  "symbols": ["P", "F", "F", "F", "F", "F", "F", "C", "O", "H", "H", "H", "H", "C", "O", "H", "H", "H", "H", "C", "C", "O", "H", "H", "H", "H", "H", "H", "C", "C", "O", "H", "H", "H", "H", "H", "H", "C", "C", "O", "H", "H", "H", "H", "H", "H", "C", "C", "O", "H", "H", "H", "H", "H", "H", "C", "C", "O", "H", "H", "H", "H", "H", "H", "O", "H", "H", "O", "H", "H", "O", "H", "H", "O", "H", "H", "O", "H", "H", "O", "H", "H"],
  "positions_angstrom": [[16.648, 22.823, 7.248], [16.407, 21.990, 5.883], [18.165, 23.103, 6.753], [16.115, 24.166, 6.531], [16.987, 23.665, 8.589], [15.128, 22.509, 7.723], [17.115, 21.489, 8.034], [17.253, 21.618, 11.559], [17.943, 20.741, 10.680], [17.575, 21.401, 12.575], [17.478, 22.667, 11.333], [16.165, 21.487, 11.479], [17.756, 21.061, 9.791], [18.492, 26.250, 4.702], [18.247, 24.888, 4.462], [18.752, 26.730, 3.757], [17.625, 26.770, 5.127], [19.348, 26.415, 5.372], [18.020, 24.471, 5.301], [14.609, 18.612, 10.670], [14.589, 19.445, 9.431], [14.733, 18.595, 8.305], [15.485, 17.961, 10.733], [13.742, 17.946, 10.689], [14.630, 19.229, 11.570], [15.360, 20.225, 9.469], [13.641, 19.996, 9.361], [14.655, 19.153, 7.510], [17.467, 27.366, 8.795], [18.490, 27.360, 9.932], [19.043, 28.659, 10.087], [16.760, 28.172, 8.976], [16.920, 26.423, 8.897], [18.008, 27.346, 7.854], [19.260, 26.624, 9.666], [18.029, 26.999, 10.857], [19.344, 28.760, 10.993], [13.928, 24.140, 11.981], [14.044, 24.515, 10.517], [13.412, 23.559, 9.683], [12.876, 24.084, 12.270], [14.366, 24.934, 12.597], [14.400, 23.188, 12.213], [15.095, 24.598, 10.219], [13.567, 25.478, 10.327], [14.096, 22.992, 9.312], [18.970, 19.030, 7.334], [18.051, 17.919, 6.870], [17.328, 17.337, 7.942], [19.226, 19.697, 6.507], [19.909, 18.683, 7.768], [18.448, 19.609, 8.088], [18.589, 17.105, 6.377], [17.368, 18.331, 6.113], [16.522, 17.870, 8.077], [14.464, 23.217, 2.514], [15.926, 23.369, 2.943], [16.654, 22.154, 2.656], [14.008, 22.331, 2.956], [14.381, 23.194, 1.424], [13.889, 24.087, 2.845], [15.982, 23.584, 4.001], [16.336, 24.192, 2.357], [16.906, 22.182, 1.728], [20.139, 23.614, 8.822], [19.184, 23.731, 8.800], [20.343, 23.266, 7.938], [15.931, 19.656, 3.988], [16.807, 19.297, 3.808], [15.914, 20.484, 3.481], [20.935, 22.654, 6.206], [21.348, 22.738, 5.343], [20.079, 22.248, 6.011], [18.706, 21.038, 4.355], [18.063, 21.174, 5.064], [18.261, 21.459, 3.604], [13.960, 20.405, 5.878], [14.271, 21.263, 6.206], [14.656, 20.150, 5.246], [13.813, 26.065, 5.459], [14.655, 25.942, 5.911], [13.187, 25.571, 5.998]],
  "homo_ev": -7.168,
  "molar_mass_g_mol": 547.5,
  "homo_lumo_gap_ha": 0.3454,
  "total_charge": -1,
  "e_above_lowest_kcal_mol": 0.0,
  "e_tot_ha": -2406.174582
}